Molecular formula: C21H22N2O3
Method: DFT, ωB97M-V with the def2-TZVPD basis set

CARTESIAN COORDINATES (ANGSTROEM)
H: -0.6668 -0.0977 -0.4636
H: 0.9827 4.1785 -0.8572
C: 2.9437 3.2511 -0.5841
H: -7.4791 0.7998 -0.1856
H: 3.5283 4.0718 -0.9468
C: -7.4734 0.0946 0.5424
O: -1.9313 -1.4442 -0.7500
H: -1.2344 -3.4546 -1.4896
H: 3.0212 0.6454 2.6879
H: 1.1151 -0.1673 0.4834
C: 3.0149 0.8117 -0.1177
C: 3.5759 2.0868 -0.2664
O: -6.3222 -0.6781 0.0479
H: -2.8240 -2.9352 -1.9366
N: -1.2468 0.7872 -0.0367
H: 4.9317 -2.8529 1.7942
H: 5.2060 -1.3581 -2.5671
O: -1.1514 2.9673 0.5160
C: -2.9253 -0.7942 -0.5258
C: 5.2166 -2.1004 -0.0172
C: 4.8137 -0.4119 -2.0663
C: 1.0372 2.0521 -0.1532
C: -2.2810 -2.8784 -1.2112
C: 3.0823 -0.6023 2.6125
C: -3.5704 1.3171 0.3594
H: 3.5182 -1.0765 3.4889
H: 4.7778 1.8198 -0.5362
N: 3.8479 -0.1855 0.1806
C: -4.8216 0.8454 0.2210
C: -5.1547 -0.3073 0.0238
H: -3.3346 2.4734 0.4858
H: 5.4974 0.4321 -2.0409
H: 2.0168 -1.1775 2.5634
C: 4.6820 -2.0096 1.1748
C: 1.6508 0.8419 0.2509
C: 3.7893 -1.0870 1.2611
H: 3.7705 0.0522 -2.2264
H: 5.8654 -2.7347 -0.2704
C: -0.5155 1.8354 0.1492
H: -7.2348 0.4505 1.4771
H: -8.3514 -0.6109 0.4491
C: 4.5689 -0.9928 -0.5806
C: -2.6253 0.3797 0.0902
H: -4.5132 -2.2365 -0.5888
C: 1.5152 3.1695 -0.2919
C: -4.2819 -1.1667 -0.4333
H: -2.6068 -3.6906 -0.3810
H: -5.4236 1.6873 0.6651

Output
Energy above the lowest of the compared OMol25 structures with the same formula, charge and spin   393.73 kcal/mol
HOMO level   -7.584 eV
Multiplicity   1
E   -1148.12190 Ha

These are the natural (NBO) partial charges, in e, on atoms 1 to 6:
1 H 0.408
2 H 0.251
3 C -0.194
4 H 0.188
5 H 0.231
6 C -0.239



Molecular formula: C3H4BrNS
Method: DFT, ωB97M-V with the def2-TZVPD basis set

CARTESIAN COORDINATES (ANGSTROEM)
C: -1.2805 0.5278 0.1537
S: -0.8445 -2.7330 0.0816
C: -2.3836 -0.1664 -0.0003
H: 0.4653 -1.6694 -1.3842
N: 0.0846 -1.4536 -0.4167
Br: -4.1770 0.2807 0.0383
H: -1.0044 1.4798 0.5708
H: 0.3835 -0.4811 1.2294
H: 0.8359 0.4778 -0.1033
C: 0.0956 -0.2262 0.2547

Output
Energy above the lowest of the compared OMol25 structures with the same formula, charge and spin   89.63 kcal/mol
HOMO level (alpha / beta)   -8.274 / -8.542 eV
Multiplicity   1
E   -3143.50915 Ha

These are the natural (NBO) partial charges, in e, on atoms 1 to 6:
1 C -0.392
2 S 0.157
3 C -0.041
4 H 0.413
5 N -0.689
6 Br 0.134



Molecular formula: C30H48BrN3OsP2
Method: DFT, ωB97M-V with the def2-TZVPD basis set

CARTESIAN COORDINATES (ANGSTROEM)
H: 4.2412 -2.8655 1.0976
H: 5.3837 -2.5866 -3.1167
C: 4.7791 -1.4420 -1.3612
H: -2.3199 -3.5594 -0.6562
C: -2.2181 -2.4815 -0.8428
C: 4.5441 -1.9009 1.5318
H: -4.6360 1.9774 -4.6351
C: -1.0283 -4.3802 1.4284
H: -0.0143 2.7785 1.0864
H: 4.7183 -0.5094 -1.9450
H: 1.1561 -3.2454 -0.9097
C: 5.3520 0.7339 0.5059
H: 3.6309 -1.3294 1.7590
H: 6.2924 2.6410 0.2560
C: -3.6587 0.3977 2.8206
Br: 2.4336 1.6941 0.3667
C: 0.7254 1.3908 -0.4485
H: -3.8025 1.0292 1.9268
H: -2.0916 -2.4386 -1.9298
H: 1.4848 -1.5476 -1.0679
C: 0.7057 -2.2980 -1.2461
C: -0.5978 0.9782 4.7860
C: 0.2502 1.2567 5.9684
C: -6.2843 5.3178 -3.7074
H: -2.6653 0.9695 5.5634
H: -4.3937 0.6800 3.5933
C: -5.0516 2.9430 -4.3389
H: 6.3900 -2.5975 2.4682
H: 1.3124 -2.6011 -3.3074
C: -4.8646 3.4526 -3.0236
H: 6.7289 -2.1385 -2.0466
H: 0.8191 -3.2928 1.2121
C: 0.5433 0.9397 -1.7776
H: 5.1461 0.9278 1.5697
H: -1.0102 -4.9758 0.5096
H: 4.4364 1.0117 -0.0595
H: -5.4789 5.1354 -1.7357
H: -3.0830 1.3660 -3.3192
P: 5.5639 -1.0574 0.2584
H: -5.9367 3.3678 -6.2919
H: 0.0578 2.2784 6.3311
C: -0.7102 1.0886 -2.3784
N: -0.1584 0.8011 3.5218
C: 6.5012 1.5951 -0.0057
H: 6.5635 1.5232 -1.1009
C: -3.9750 2.8244 -2.0398
H: 7.4561 1.3061 0.4548
C: -0.2510 -3.0699 1.3040
H: -0.3415 -2.4860 2.2248
C: -5.5385 4.6684 -2.7175
C: -1.7778 1.6881 -1.6833
H: -0.0339 0.5771 6.7875
H: -0.8914 0.8175 -3.4273
H: -2.3469 2.7403 0.2025
C: -2.3205 0.5817 3.4056
H: -2.0704 -4.2039 1.7100
H: 5.6414 -1.1965 3.2877
H: 4.9389 -2.8243 3.4630
C: -1.6023 2.1102 -0.2941
C: -3.4795 -1.7135 -0.4326
H: 1.3850 0.4814 -2.3089
Os: -1.1202 0.2524 0.4725
C: 0.3884 -2.3883 -2.7411
C: -0.2714 2.1504 0.2327
N: -1.1934 0.5305 2.6591
H: 3.7488 -1.8080 -1.2152
N: -6.4029 4.8450 -4.9423
H: -0.3146 -3.2076 -2.9459
H: -6.7996 6.2545 -3.5085
H: -4.1185 -2.3175 0.2249
H: 0.8064 0.7957 3.1972
C: -3.0334 1.8822 -2.3581
H: -0.0284 -1.4457 -3.1217
C: 5.6799 -2.4717 -2.0689
H: -3.2806 -0.7364 0.0696
H: -4.1082 -1.5246 -1.3161
P: -0.6531 -1.8523 -0.0403
C: -1.9762 0.8550 4.7400
H: 5.6059 -3.4526 -1.5795
C: 5.4336 -2.1397 2.7649
H: -0.5816 -4.9998 2.2184
H: -3.8286 -0.6544 2.5343
H: -4.0161 3.2624 -1.0324
H: 1.3227 1.1415 5.7705
C: -5.8079 3.7001 -5.2599

Output
Energy above the lowest of the compared OMol25 structures with the same formula, charge and spin   49.30 kcal/mol
HOMO level (alpha / beta)   -18.328 / -19.127 eV
Total charge   +4
Multiplicity   5
Expectation value of S²   6.135
E   -4681.92716 Ha

These are the Mulliken partial charges, in e, on atoms 1 to 6:
1 H 0.386
2 H 0.398
3 C 0.284
4 H 0.614
5 C -0.892
6 C -0.076



Molecular formula: C20H31CoF4N8O2
Method: DFT, ωB97M-V with the def2-TZVPD basis set

CARTESIAN COORDINATES (ANGSTROEM)
C: 1.8422 -1.1926 -2.9134
N: -0.0466 -5.2734 -3.8389
H: -1.5547 -0.8352 5.9972
H: 0.4018 3.8732 -1.4512
H: 2.8599 -1.0654 3.4917
C: -2.0040 1.5875 3.6567
H: -0.0781 3.1251 2.1766
C: 1.7605 -0.3742 1.6859
H: -2.0488 3.1661 -3.0920
N: -1.2751 2.6344 -1.1919
H: -3.1341 1.7551 -0.9295
H: 0.4962 -2.4609 -0.6237
H: 1.6832 -1.2137 1.0178
F: -0.8322 -2.3052 3.9423
H: 1.6576 1.5959 -1.8554
H: 2.7273 -0.6758 -3.2925
H: 0.8160 3.2622 3.6924
C: -1.6554 0.9298 2.4627
H: 0.5983 0.4492 -3.4339
H: 1.9049 0.3445 -0.8643
C: -1.5766 -0.3522 5.0323
N: 2.0711 0.9354 3.3852
C: 0.7073 -4.8701 -2.8068
O: -1.0040 -1.6514 -2.9943
O: -1.1658 -0.3611 -1.1770
H: 1.4366 -1.7635 -3.7498
H: 2.7766 -1.6146 -0.9877
H: -0.4432 2.4253 -3.1121
H: -0.8282 -4.7118 -4.1334
N: 1.7465 -5.6300 -2.4279
N: 0.4130 -3.7421 -2.2112
C: 2.3316 -0.3296 2.9135
H: 2.2560 -5.4072 -1.5923
H: 2.3354 1.2999 4.2850
F: -2.3146 2.9030 3.6253
N: -1.6150 1.5056 1.2298
H: -3.5177 2.4289 1.3366
H: -1.1481 4.7389 -1.4536
N: 1.2055 0.7773 -1.4611
C: 1.2083 -3.0486 -1.2063
N: 1.1594 0.8383 1.4059
C: -2.6248 2.6539 -0.5793
C: -2.5183 2.6018 0.9257
H: 1.6426 -3.7629 -0.5031
F: -0.9638 -1.1516 1.5518
H: 0.0904 -6.1654 -4.2777
Co: -0.2862 1.1650 -0.1008
H: -0.3096 -3.1172 -2.6321
F: -2.3066 1.6754 5.9725
C: -1.2234 -1.0197 3.8744
C: -1.4226 2.3941 -2.6325
C: 0.9021 3.0114 2.6360
C: 1.3611 1.6097 2.4597
C: -0.5874 3.9174 -0.9940
H: -2.1939 3.5737 1.3213
C: -0.5843 -0.7809 -2.2001
C: 2.2991 -2.1567 -1.8106
H: -3.1770 3.5364 -0.9241
C: -1.2769 -0.4171 2.6390
H: -1.8800 1.4212 -2.7948
C: 0.7856 -0.1495 -2.5407
H: 3.0860 -2.7868 -2.2337
H: 1.8812 -6.5450 -2.8193
H: 1.5994 3.7100 2.1705
C: -1.9747 0.9606 4.8878
H: -0.4710 4.1252 0.0673

Output
HOMO level (alpha / beta)   -9.267 / -9.222 eV
Total charge   +1
Multiplicity   2
Expectation value of S²   0.864
E   -3151.35715 Ha

These are the natural (NBO) partial charges, in e, on atoms 1 to 6:
1 C -0.414
2 N -0.771
3 H 0.252
4 H 0.198
5 H 0.238
6 C 0.225



Molecular formula: C6H10N2
Method: DFT, ωB97M-V with the def2-TZVPD basis set

CARTESIAN COORDINATES (ANGSTROEM)
N: -1.1505 -0.1637 0.5481
H: -0.3271 1.8810 -1.2831
H: 1.8601 1.2648 1.1117
H: -1.0098 -2.3082 0.5387
C: -0.3618 0.9443 0.7974
C: 1.2665 0.4789 0.8313
C: 0.3241 -1.1742 -0.7469
H: 1.1380 2.3547 -0.2357
H: 0.0146 -1.4426 1.5204
C: -1.1479 -0.5723 -0.9916
H: 0.6394 -1.9215 -1.3652
H: -0.7286 1.7643 1.3348
N: 1.1744 0.2330 -0.6475
H: -1.4895 0.1562 -1.6726
C: 0.2988 1.6010 -0.4601
H: -1.9815 -1.4150 -0.9891
C: -0.3957 -1.3711 0.5980
H: 1.8126 -0.2580 1.5681

Output
Energy above the lowest of the compared OMol25 structures with the same formula, charge and spin   162.61 kcal/mol
HOMO level   -8.163 eV
Multiplicity   1
E   -343.87757 Ha

These are the natural (NBO) partial charges, in e, on atoms 1 to 6:
1 N -0.440
2 H 0.190
3 H 0.185
4 H 0.195
5 C -0.064
6 C -0.266



Molecular formula: C30H46F6N3O8P
Method: DFT, ωB97M-V with the def2-TZVPD basis set

CARTESIAN COORDINATES (ANGSTROEM)
O: 1.8487 0.2770 -5.6884
H: -3.6749 3.6316 0.8933
F: 5.9745 -1.5476 -2.8033
H: 0.0628 -2.8021 -3.0503
C: 2.2226 3.9068 4.0741
C: 1.9074 -3.7467 0.9554
H: -1.2444 -0.6236 -0.3500
N: 0.6221 -2.0989 -1.1029
H: 3.3028 1.8304 -5.6654
H: -4.9014 -2.3009 -1.0476
C: -3.9884 -4.2463 -1.0052
C: -0.6994 2.7358 3.9422
C: 1.6127 1.3397 -5.0742
H: 5.8226 -3.4603 -2.2979
H: -2.3701 4.9756 4.3631
O: 0.6153 1.6603 -4.4122
C: 3.1035 -4.8017 -0.6702
O: 2.9400 -0.8028 -1.9953
H: -2.0164 5.1719 -0.3447
H: -0.7479 4.0610 0.0925
H: -2.6894 2.1012 3.4053
C: -0.4472 0.1041 -0.5135
C: 5.2484 -2.5321 -2.2486
O: 2.6571 2.2871 -5.1119
C: -2.3776 4.7338 2.2480
O: 2.4615 -5.7278 -1.0009
C: -2.1812 1.7991 -1.1859
F: 4.4293 -4.8214 -0.5789
C: 0.0289 3.2348 5.1882
C: -0.8540 1.1158 -1.5851
F: 0.5956 -4.0236 0.8023
C: 1.5409 3.0185 5.1245
C: 3.9057 -2.7072 -3.0249
H: -0.3201 3.2259 3.0431
F: 3.6794 -4.0412 -3.2312
H: -0.4535 1.6734 3.8291
H: -5.5156 -4.6611 0.4510
H: 1.9261 4.9457 4.2407
C: -0.3963 -2.2122 -2.2597
H: 1.9365 3.6159 3.0644
O: 1.8620 1.1926 0.9869
O: 2.4511 -3.8144 1.9899
C: -2.1525 3.3201 -1.3989
H: 1.9748 -1.9755 -3.3280
H: -0.3951 0.6357 0.4362
H: 1.7593 1.9711 4.9030
H: 1.2159 -0.0186 -2.8480
C: 0.8996 -0.6368 -0.7609
C: -1.6524 -2.9062 -1.8129
C: 2.6299 -2.0838 -2.4503
H: -1.3313 5.0520 2.2500
C: -2.2233 2.8633 4.0323
H: -2.9531 5.6427 2.0433
H: -2.8706 -1.1295 -1.7691
C: -1.8192 4.1156 -0.1319
C: -2.8399 -2.2007 -1.6099
H: -0.1669 4.2992 5.3504
O: 3.2360 -0.8949 0.8486
H: -5.1483 -6.0283 -0.6219
C: -2.7994 -4.9458 -1.2221
C: -3.9890 -2.8627 -1.2064
H: 1.9755 3.2734 6.0941
F: 5.0152 -2.2104 -0.9605
H: -2.2669 2.7581 1.4623
H: -0.7397 -4.8645 -1.7957
C: 1.7400 -0.0415 -1.8848
H: 1.4992 1.7015 0.2519
H: 3.3076 3.8690 4.1715
N: 0.7922 -1.0189 1.9650
H: 1.4641 -3.7924 -2.0201
P: 1.7259 -0.4029 0.8869
H: -2.5274 2.6565 5.0621
C: -2.7655 4.2463 3.6477
H: 0.1005 -2.4578 -0.2959
N: 2.5640 -3.5084 -0.2904
H: 2.0477 0.9698 -1.6340
H: -2.3901 1.5449 -0.1465
C: 1.8215 -2.9373 -1.4412
H: -3.8495 4.2563 3.7883
C: -2.6093 3.7368 1.1180
H: -2.7927 -6.0207 -1.0895
H: -1.4052 3.5508 -2.1610
F: 4.0824 -2.1395 -4.2297
H: -0.3658 2.6832 6.0467
H: -3.1123 3.6549 -1.7958
H: -6.0737 -4.6509 -1.2099
H: 1.2541 -1.6781 2.5785
H: 3.7129 -0.5571 1.6202
H: -0.5735 -1.2316 -2.6879
H: -0.9110 0.6934 -2.5871
C: -1.6433 -4.2892 -1.6218
H: -2.9926 1.3675 -1.7774
H: -0.0953 1.9017 -1.6472
C: -5.2434 -4.9458 -0.5659

Output
HOMO level   -7.425 eV
Multiplicity   1
E   -2877.48517 Ha

These are the Mulliken partial charges, in e, on atoms 1 to 6:
1 O -0.750
2 H 0.390
3 F -0.295
4 H 0.707
5 C -1.023
6 C 0.436



Molecular formula: C5H13N3
Method: DFT, ωB97M-V with the def2-TZVPD basis set

CARTESIAN COORDINATES (ANGSTROEM)
H: 1.3403 -1.0753 1.5559
H: 1.1062 -1.8519 -2.0129
H: -0.0821 -3.2171 -0.3486
C: -0.3134 -1.0999 -0.4859
N: 1.3505 -0.0706 1.9300
H: -0.5824 -1.4409 -2.5349
H: -0.7264 1.1625 -1.7757
H: 0.5880 -0.0222 -2.0637
C: -0.9047 0.1224 0.0552
C: 0.2732 -1.0894 -1.9185
N: 0.8604 2.2098 1.3811
H: 1.5158 2.7880 2.0307
C: -0.4727 -2.2653 0.1725
C: 0.7618 0.9041 1.3607
H: -0.9669 -2.2770 1.1140
N: -1.3482 1.1285 -0.9522
H: -1.4361 0.1260 0.9179
H: 2.0338 0.1744 2.7122
H: 0.6208 2.9151 0.6508
H: -2.2764 0.8870 -1.2502
H: -1.3414 1.9919 -0.5385

Output
Energy above the lowest of the compared OMol25 structures with the same formula, charge and spin   60.65 kcal/mol
HOMO level   -17.558 eV
Total charge   +2
Multiplicity   1
E   -361.82551 Ha

These are the natural (NBO) partial charges, in e, on atoms 1 to 6:
1 H 0.476
2 H 0.289
3 H 0.265
4 C -0.137
5 N -0.756
6 H 0.263



Molecular formula: C27H53NO11
Method: DFT, ωB97M-V with the def2-TZVPD basis set

CARTESIAN COORDINATES (ANGSTROEM)
H: 9.2337 2.3231 -4.7870
H: 7.6081 1.7560 -5.2066
H: -3.2172 3.2201 -5.2395
C: 4.7269 -2.0661 0.3777
C: 4.0108 -2.7040 1.5883
O: -2.2198 0.6446 -0.7313
C: -4.2143 3.3821 -4.8172
H: 6.3235 2.8958 -2.0608
C: 3.2190 -4.0296 1.5641
C: 2.0655 1.1257 0.8052
C: 6.5097 2.2877 -2.9516
O: 6.2233 0.0256 -3.8150
C: 3.8470 -4.1264 -1.0476
H: -1.5146 0.9499 -0.1114
C: -7.1915 0.7519 2.3545
O: 2.1695 0.8918 -1.3979
H: -3.6705 1.1367 -2.6248
C: -5.5794 -1.2716 4.3959
H: -5.7479 2.0793 -1.6191
C: -1.6089 -2.7491 1.1245
C: 3.1794 -0.5613 3.2193
H: 7.5444 -1.1968 -4.7847
H: -3.1344 -0.0814 4.0218
C: -2.5141 -0.7598 -0.4118
C: -1.3420 -1.2445 0.5876
H: 1.6390 1.4869 2.8196
H: 6.6850 0.4391 -1.8232
H: 2.5689 -5.7620 0.1406
H: 3.7931 0.3312 2.8095
H: 8.2833 -0.1898 -3.5260
H: -4.2929 2.5196 -0.7124
N: 1.3356 0.8302 2.0741
C: 7.3981 -0.7743 -3.7889
O: -7.1167 0.5067 3.7526
H: -8.1827 0.4777 1.9806
C: 6.1025 0.8487 -2.6553
H: -1.1411 -3.4625 0.3430
O: 7.9044 2.3837 -3.2347
H: 5.1646 -2.3251 -1.8891
C: 0.6181 -1.3697 3.2766
H: 3.0236 0.5055 0.6670
H: -7.6448 -1.0666 4.9297
H: -1.3878 -0.5739 1.5263
H: 3.0805 -0.3726 4.3500
H: -6.4256 0.2011 1.8024
H: -1.6367 -2.5412 3.4401
H: -0.3432 -1.1490 0.0323
H: 1.0618 -1.6371 4.3125
C: 4.6512 -2.7998 -0.9818
H: -7.0388 1.8198 2.1876
O: 0.3847 -2.6348 2.6049
H: -3.5014 0.1751 2.3026
H: -5.1998 -0.6748 5.2323
H: -2.7355 -3.0005 1.1393
C: 8.1671 2.4934 -4.6271
O: -4.6016 2.2498 -4.0522
H: -4.9267 3.4998 -5.6366
H: 3.7340 -4.6980 -2.0300
H: 7.2746 -1.5952 -3.0754
H: 2.4156 2.2288 0.8307
O: 1.2447 0.8801 -0.3780
C: -6.3983 4.3070 -2.2983
O: -5.1033 4.0585 -1.7702
H: -5.5623 -2.3233 4.6986
C: -3.9426 0.0312 3.2913
H: -7.1574 4.0946 -1.5389
H: 5.0466 0.8353 -2.3653
H: -6.5956 3.7094 -3.1919
C: -3.9247 2.1856 -2.7957
H: 5.9152 2.7030 -3.7725
H: -4.2177 4.2970 -4.2213
H: -3.4959 -0.7971 0.1863
H: 5.2656 -1.0631 0.5317
H: -7.3988 -1.4922 3.2292
H: -1.0701 -4.1509 2.7617
H: -4.5410 0.9104 3.5378
H: 1.7074 0.7376 -2.2560
H: -0.3033 -0.7059 3.3790
H: 2.7215 -4.3834 2.5251
H: -2.5208 -1.4287 -1.3415
H: -6.4595 5.3635 -2.5668
O: 4.8245 -2.3123 3.8964
H: 1.8209 -1.1361 1.4262
C: 3.1419 -4.7737 0.1958
C: 4.0626 -1.8931 2.9841
O: -4.7265 -1.1534 3.2583
C: -4.8218 2.6625 -1.6594
C: 1.7744 -0.5806 2.4395
C: -7.0137 -0.8839 4.0541
H: -2.9908 2.7568 -2.8257
C: -1.0146 -3.0063 2.6045
H: 7.9169 3.5015 -4.9726

Output
Energy above the lowest of the compared OMol25 structures with the same formula, charge and spin   176.03 kcal/mol
HOMO level   -8.912 eV
Structure (SMILES)   O=C(C[C@@H](COCCCCO)NCOO)c1ccccc1.COCCOC.COCCOC.COCCOC
Multiplicity   1
E   -1942.47804 Ha

These are the Mulliken partial charges, in e, on atoms 1 to 6:
1 H 0.247
2 H 0.314
3 H 0.324
4 C -0.078
5 C 0.523
6 O -0.410